C29H47BBr23N5O5 as an isolated structure in a non-equilibrium geometry, computed with ωB97M-V/def2-TZVPD.

Element x y z (Å)
Br 7.45735 1.78518 -3.55449
Br 2.42656 -6.20486 11.42270
Br -5.15580 -1.04499 -11.31083
Br 2.34567 6.03383 2.80728
Br 4.57617 -2.01975 3.99030
Br -6.07168 -1.77687 2.35084
Br -1.53593 1.06165 -6.02763
Br 0.24541 -7.16476 9.32278
Br -4.68578 -0.37613 4.83664
Br 0.89127 8.76229 3.56221
Br -5.38863 1.68057 -9.69210
Br -5.08160 0.65449 -5.78462
Br 0.45377 -4.09069 10.10556
Br 2.59457 0.13787 2.73569
Br 7.69084 4.66237 -4.87997
Br -0.68921 6.01524 3.73533
Br 2.99870 -2.66814 1.32144
Br 7.29956 4.38133 -1.73793
Br -6.98683 -0.88837 -8.71935
Br 5.51979 -5.82508 -1.51078
Br 6.17901 -5.80847 1.60163
Br 7.37572 -3.54786 -0.28789
Br -5.83354 1.38779 2.46322
O -2.76210 5.00227 -4.15423
O 4.03988 2.15876 -2.76964
O 1.49475 3.48001 0.26341
O -0.57105 4.63170 0.62314
O -1.01945 4.22280 -5.35922
N -1.67651 1.36657 -2.18036
N -2.00863 1.95831 -3.40376
N 2.78482 0.21150 -2.79769
N -0.52263 2.27851 -0.26220
N -0.99998 3.47215 -2.19309
C 0.40394 -4.32834 3.69255
C -0.89272 -2.39637 2.70096
C 3.60915 1.19007 -2.17542
C 5.90329 -4.74241 0.02821
C -2.68833 1.27878 -4.46900
C 6.91546 3.62417 -3.46319
C -5.39703 -0.23485 -9.58476
C 0.35474 -0.37417 -3.05939
C 3.82594 -1.29565 2.38284
C 2.87434 0.33198 -4.26468
C 0.66945 -5.90295 10.70929
C -1.05840 2.34314 -1.48532
C -1.79952 4.28907 -4.44587
C -0.56655 1.13420 0.63746
C -4.00300 1.97148 -4.84752
C 3.95108 0.94571 -0.73200
C -2.20574 -0.36452 1.88180
C -0.57516 -3.19903 3.96398
C -1.93217 -0.02651 -1.87794
C 0.68729 7.00689 2.82407
C -1.58713 3.22792 -3.35094
C -1.30891 -0.95240 2.98342
C -1.85643 1.05881 1.46846
C 1.39893 0.47630 -2.33102
C 0.48714 -4.68395 6.25665
C -6.04424 -0.22642 3.48598
C -0.74809 -0.97566 -2.18608
C -4.75646 2.53907 -3.64544
C 0.66050 -5.29059 4.86790
B 0.14185 3.53607 0.20510
H 3.39231 0.12701 -0.28281
H 1.87930 4.34089 0.46956
H 2.47642 -0.57416 -4.71258
H -1.73664 1.67141 2.36633
H 1.04268 -3.74801 6.33947
H 5.84132 3.63901 -3.58785
H 0.29063 1.23321 1.30384
H 0.84537 -5.36408 7.02629
H -1.13357 -1.85509 -2.70225
H -2.89747 0.25890 -4.17949
H -3.80469 2.76351 -5.56386
H 3.77938 1.85240 -0.15443
H 5.01555 0.71303 -0.67873
H -4.51687 3.59687 -3.55156
H -1.69448 -2.88439 2.14166
H 1.36678 0.28898 -1.25551
H -0.19052 -2.51619 4.72311
H -2.16272 -1.02155 1.00639
H -3.24666 -0.37851 2.20709
H 2.33126 1.19970 -4.64501
H 0.86080 -1.21052 -3.53900
H -2.82139 -0.35230 -2.40755
H -2.19358 -0.07845 -0.82593
H 1.36162 -3.90716 3.38046
H 1.18377 1.54056 -2.49496
H 1.68785 -5.65217 4.79312
H -1.89245 -0.95778 3.90522
H -1.03483 4.50690 1.45715
H -0.07771 0.20436 -3.87259
H -4.55764 -0.52658 -8.97017
H 0.03961 -4.91484 2.84491
H -0.32495 -1.34431 -1.24924
H -0.55977 -4.46649 6.47023
H 3.92117 0.40212 -4.54208
H -4.49095 2.03785 -2.71444
H 5.03889 -4.12528 0.21557
H 0.02359 -6.17158 4.76940
H -1.51016 -3.63046 4.33329
H 4.63610 -0.87789 1.80194
H -0.40713 0.19744 0.10705
H -5.82821 2.44623 -3.79405
H -0.01099 -2.39997 2.05125
H -0.42570 -0.32974 3.13104
H -0.03577 -6.05942 11.51165
H 0.36945 7.11205 1.79643
H -6.99892 -0.17290 3.98772
H -2.67781 1.49831 0.89742

Cartesian forces, eV/Å:
0.057 -0.105 -0.006
0.028 -0.002 0.011
0.007 -0.017 -0.022
0.069 -0.023 -0.006
-0.018 0.001 0.033
-0.019 -0.034 -0.022
0.031 -0.069 -0.117
-0.022 -0.058 0.023
-0.010 -0.002 0.098
0.023 -0.012 0.020
-0.001 0.028 -0.017
-0.102 -0.163 -0.150
-0.006 0.027 -0.007
-0.017 0.031 0.099
0.022 0.011 -0.012
-0.069 -0.034 0.106
-0.038 0.007 -0.174
0.004 0.012 0.033
-0.022 -0.017 0.019
-0.001 -0.006 -0.012
0.001 -0.013 0.028
0.021 0.032 -0.001
-0.011 0.047 -0.030
-0.491 0.334 -0.036
0.055 -0.584 0.194
-0.075 0.075 -0.375
0.365 0.025 0.113
1.258 0.012 -1.542
-0.259 -0.051 0.005
0.120 -0.035 -0.049
-0.037 0.727 -0.352
0.070 -0.025 0.159
0.287 0.225 0.263
0.210 -0.204 0.193
0.192 0.090 -0.017
0.176 0.287 -0.169
0.024 0.010 0.011
-0.122 0.027 -0.214
-0.178 0.004 0.002
0.027 0.032 0.039
0.203 -0.325 0.032
0.095 0.022 0.011
-0.025 -0.235 0.204
-0.002 0.004 -0.002
-0.243 -0.173 -0.013
-0.949 -0.141 1.153
0.008 -0.049 0.332
0.048 0.270 0.165
-0.144 0.073 0.275
0.080 0.047 -0.012
-0.244 -0.074 -0.317
0.310 -0.391 0.210
-0.063 0.007 -0.139
0.139 0.031 0.239
-0.450 -0.255 -0.172
0.038 -0.007 -0.046
0.036 -0.152 0.046
-0.046 0.085 -0.159
0.056 -0.010 -0.043
-0.091 0.129 -0.153
-0.065 0.013 -0.080
0.080 0.008 0.048
0.041 0.051 -0.047
-0.045 -0.070 -0.135
0.053 -0.024 0.258
-0.091 0.004 -0.055
-0.109 0.101 0.000
0.059 0.000 0.094
-0.018 -0.033 0.043
0.067 -0.033 -0.058
0.026 0.008 0.011
-0.136 -0.009 0.032
-0.028 0.008 0.225
-0.016 -0.025 -0.089
0.011 0.051 -0.025
0.055 -0.004 -0.079
0.163 0.027 0.078
0.007 -0.125 -0.007
0.015 0.007 0.015
0.043 -0.079 0.117
0.010 0.023 -0.075
-0.009 -0.084 0.021
0.056 0.096 -0.063
0.079 -0.056 0.072
-0.094 0.165 -0.065
-0.119 0.041 -0.012
-0.037 0.126 -0.016
-0.037 0.018 0.055
-0.002 -0.115 -0.097
0.167 0.195 0.176
-0.295 0.086 -0.081
-0.006 -0.047 -0.086
0.011 0.005 0.024
0.026 0.041 -0.104
0.068 0.000 0.021
-0.019 0.040 0.042
0.023 0.115 -0.042
-0.063 -0.135 0.032
-0.042 -0.002 -0.022
-0.084 -0.006 0.065
-0.023 0.154 0.228
0.011 -0.015 -0.032
0.042 0.038 -0.097
-0.033 -0.025 0.002
-0.025 0.045 -0.101
0.047 0.002 0.151
-0.013 -0.004 0.014
-0.017 -0.027 -0.022
-0.016 0.009 0.005
-0.024 -0.006 -0.067

Summary:
HOMO = -0.3221 Ha
2S+1 = 1
net charge = 0
HOMO-LUMO gap = 8.10 eV
E_LUMO = -0.67 eV
total energy = -61010.4027 hartree

H10LiO5 as an isolated structure in a non-equilibrium geometry, computed with ωB97M-V/def2-TZVPD.

Element x y z (Å)
O -0.29073 1.99705 0.87161
O 0.34616 0.84065 -1.96867
O -0.43098 -0.73929 1.78041
O 1.93041 -0.77097 -0.10311
O -1.38943 -1.26570 -0.77989
Li 0.05702 -0.02257 -0.08799
H 2.77609 -0.32291 -0.08544
H -0.68705 2.50360 0.16269
H -1.37390 -2.22099 -0.83824
H 1.02640 1.50131 -2.09917
H -2.24873 -1.06175 -0.41079
H -1.32892 -1.06190 1.85692
H 2.11110 -1.63892 0.25777
H -0.00459 0.68101 -2.84486
H -0.03337 -0.93259 2.62939
H -0.45948 2.51397 1.65936

Cartesian forces, eV/Å:
0.455 -1.008 -0.376
-0.092 0.023 0.926
0.147 0.624 -0.731
-0.843 0.304 0.207
0.484 0.551 0.429
0.268 -0.090 -0.346
0.621 0.401 -0.114
-0.527 0.499 -0.687
0.109 -0.658 -0.272
0.552 0.383 -0.152
-0.755 0.098 -0.179
-0.787 -0.324 0.101
0.153 -0.756 0.036
-0.402 -0.285 -0.558
0.616 -0.131 0.802
0.003 0.370 0.916

Summary:
HOMO (alpha / beta) = -0.7830 / -0.7339 Ha
2S+1 = 2
⟨S²⟩ = 0.7553
net charge = +2
HOMO-LUMO gap (alpha / beta) = 14.00 / 4.15 eV
E_LUMO (alpha / beta) = -7.31 / -15.82 eV
total energy = -389.0354 hartree

A 2-piece molecular cluster, C4H10N2O2 overall in a non-equilibrium geometry, computed with ωB97M-V/def2-TZVPD.

Element x y z (Å)
O 4.32740 1.14838 -0.45569
O 3.05369 -0.50607 0.18492
N 0.54713 -1.13493 1.09034
N 3.01726 0.68650 -0.20964
C -2.91129 0.13815 -0.06295
C -0.46598 -0.45295 0.46998
C -0.15491 0.06819 -0.96733
C -1.81572 -0.29104 0.89861
H -3.31538 -0.70318 -0.49707
H 1.39496 -1.25650 0.54454
H 0.54996 -1.02765 2.10727
H -3.76693 0.74123 0.47171
H -2.10419 -0.51939 1.94225
H -0.62494 -0.63372 -1.67996
H 4.29598 2.10488 -0.70456
H -0.43357 1.00585 -1.19280
H -2.51695 0.77319 -0.85165
H 0.92346 -0.14091 -1.08797

Cartesian forces, eV/Å:
-0.860 -0.324 0.308
0.894 5.846 -2.211
-0.534 0.233 0.738
1.479 -4.424 1.460
0.070 2.981 2.456
-4.591 1.304 -0.951
1.680 -5.677 1.372
3.204 -0.229 -0.143
-1.223 -1.889 -1.083
-0.397 0.319 1.027
0.519 -0.484 -0.743
1.584 -1.165 -0.969
0.232 -0.179 -0.724
-0.021 0.394 0.113
-0.612 -0.909 0.238
-0.799 3.363 -0.466
-0.123 0.111 -0.066
-0.502 0.730 -0.357

Summary:
HOMO = -0.2586 Ha
structure (SMILES) = C/C=C(\C)N.O=NO
2S+1 = 1
net charge = 0
HOMO-LUMO gap = 6.06 eV
E_LUMO = -0.97 eV
total energy = -418.2354 hartree

C3H6N4O as an isolated structure in a non-equilibrium geometry, computed with ωB97M-V/def2-TZVPD.

Element x y z (Å)
O 2.90492 -0.81851 0.30977
N 1.63483 -1.25187 -0.17764
N -1.44799 0.30343 -0.65120
N -1.63417 1.17438 0.34246
N 1.72856 0.98162 -0.33126
C 1.06736 -0.16203 -0.50880
C 2.85919 0.53359 0.19118
C -1.86760 -0.99911 -0.37775
H -2.05935 -1.03025 0.71861
H -1.19416 2.10316 0.11661
H -2.79543 -1.32365 -0.88933
H -1.64293 0.87820 1.28417
H -1.13107 -1.67215 -0.66308
H 3.57784 1.28319 0.63628

Cartesian forces, eV/Å:
0.386 1.953 0.154
0.092 -0.711 -0.006
1.422 2.026 -0.599
0.722 1.394 -2.722
1.818 0.202 0.916
-2.032 -0.282 -0.643
-0.848 0.895 0.264
-2.122 -0.209 2.132
0.027 -0.856 -0.396
-0.742 -1.505 0.630
0.204 0.636 0.050
0.066 -0.504 1.246
1.327 -1.309 -0.344
-0.322 -1.729 -0.682

Summary:
HOMO (alpha / beta) = -0.3438 / -0.2897 Ha
2S+1 = 1
net charge = 0
HOMO-LUMO gap (alpha / beta) = 9.77 / 7.12 eV
E_LUMO (alpha / beta) = 0.42 / -0.77 eV
total energy = -411.9558 hartree